1.
92
Properties=species:S:1:pos:R:3:lowdin_charge:R:1 method="wB97M-V/def2-TZVPD" spin_multiplicity=1 de_lowest_kj_mol=3180.4 total_charge=0 e_homo_ha=-0.3037 lumo_energy_ev=0.3
C -1.12018 -0.01009 -1.88641 -0.601
O -1.59440 1.06793 -1.47622 0.005
N -1.32601 -1.11475 -1.34918 0.126
N -0.45265 -0.16525 -3.00891 0.225
H -0.94735 -1.91869 -1.82915 0.168
H -1.93724 -1.23135 -0.55362 0.010
H -0.01232 -1.06016 -3.16815 0.089
H -0.38486 0.57256 -3.69530 0.149
C -1.47853 2.89738 2.13661 -0.035
C -1.96191 1.43397 1.86674 -0.440
C -1.43033 0.58857 3.03255 -0.019
O -3.37330 1.51196 2.11279 -0.043
H -1.69861 3.20855 3.15781 0.114
H -1.76362 3.58506 1.34042 0.065
H -0.42580 2.96868 1.86314 0.028
H -1.63857 1.07865 0.88833 0.021
H -1.69325 -0.43381 2.76109 0.079
H -1.79092 0.84105 4.02972 0.117
H -0.40156 0.92274 3.16688 0.040
H -3.63245 0.60129 2.27124 -0.107
C 1.28453 1.26359 2.24682 0.009
C 1.21663 0.19445 1.07488 -0.239
C -0.19936 -0.34903 0.79318 -0.096
O 1.71973 0.92873 -0.04608 -0.197
H 0.51655 2.03227 2.16066 0.042
H 2.25311 1.74006 2.39825 0.100
H 1.03427 0.76565 3.18357 0.081
H 1.85044 -0.66065 1.30979 0.135
H -0.20110 -0.75323 -0.21911 0.021
H -0.90396 0.48133 0.74710 0.020
H -0.59973 -1.08135 1.49426 0.109
H 1.11148 1.66723 -0.12515 0.066
C 1.69815 -2.72829 0.42985 -0.048
C 0.38157 -3.49363 0.28400 -0.448
C 0.11232 -4.49217 1.34340 -0.035
O -0.56809 -2.45902 0.31901 -0.158
H 1.80860 -1.69256 0.10865 0.006
H 2.46242 -3.30830 -0.08742 0.104
H 1.94300 -2.82170 1.48788 0.099
H 0.29743 -3.92625 -0.71293 0.131
H -0.93073 -4.78513 1.22377 0.087
H 0.21574 -3.97646 2.29811 0.088
H 0.77244 -5.35914 1.31702 0.092
H -0.15741 -1.72460 -0.14314 -0.045
C 4.78728 0.06306 -0.28287 -0.023
C 4.45372 1.52703 -0.62582 -0.368
C 3.77900 1.71246 -2.02225 -0.008
O 3.53518 1.89790 0.38070 -0.080
H 5.28868 -0.09608 0.67178 0.086
H 5.34420 -0.54881 -0.99249 0.081
H 3.81307 -0.42582 -0.28487 0.045
H 5.31097 2.19497 -0.54170 0.133
H 4.36279 1.45901 -2.90715 0.101
H 3.51008 2.72064 -2.33747 0.104
H 2.84546 1.16774 -2.16327 0.038
H 2.73408 1.37775 0.47699 -0.119
C -2.72212 3.05784 -1.02473 -0.015
C -1.23411 3.29852 -1.34718 -0.376
C -0.26641 2.98724 -0.21824 -0.055
O -0.81806 2.48248 -2.44452 -0.084
H -3.13743 3.75941 -1.74821 0.083
H -3.05437 3.12821 0.01101 0.077
H -3.04791 2.12660 -1.48814 0.084
H -1.14975 4.35326 -1.60890 0.136
H -0.56046 2.04499 0.24415 0.052
H -0.51539 3.65612 0.60560 0.062
H 0.79386 2.98567 -0.47110 0.115
H -1.19023 1.60409 -2.33716 -0.184
C 1.62184 -0.62475 -1.27030 -0.126
C 2.34572 -1.25558 -2.50992 -0.356
C 1.89719 -2.54739 -3.21756 -0.036
O 2.82140 -0.19856 -3.35222 -0.074
H 0.90019 0.14161 -1.55318 0.108
H 2.32152 -0.38810 -0.46871 0.057
H 0.94050 -1.25315 -0.69671 0.028
H 3.32529 -1.58532 -2.16381 0.120
H 1.00321 -2.45130 -3.83373 0.061
H 1.82497 -3.46524 -2.63411 0.073
H 2.60559 -2.88337 -3.97478 0.082
H 2.83010 0.68713 -2.98198 -0.046
C -2.67208 -0.61204 0.72630 -0.051
C -4.00618 -0.64772 1.49822 -0.383
C -4.70164 -1.98760 1.35741 -0.017
O -3.92060 -0.42745 2.91859 -0.015
H -2.42554 0.44748 0.65749 0.045
H -2.76973 -1.07953 -0.25351 0.108
H -1.92998 -0.94950 1.44983 0.068
H -4.54690 0.13537 0.96671 0.164
H -5.77720 -2.03584 1.52755 0.092
H -4.20138 -2.71169 2.00047 0.086
H -4.41919 -2.36190 0.37342 0.084
H -3.98340 -1.28595 3.34361 0.131

2.
101
Properties=species:S:1:pos:R:3:lowdin_charge:R:1 method="wB97M-V/def2-TZVPD" spin_multiplicity=1 de_lowest_kj_mol=82.1 total_charge=0 e_homo_ha=-0.3343 lumo_energy_ev=0.5
C 21.34116 11.95846 26.82051 -0.115
O 21.88298 13.25775 26.74986 -0.191
C 23.25871 13.23255 26.45169 -0.229
C 23.77892 14.62562 26.19772 -0.430
C 23.04967 15.34572 25.07291 -0.067
N 25.21566 14.50909 25.89764 0.036
H 21.34486 11.46547 25.84324 0.087
H 20.32546 12.05401 27.20660 0.092
H 21.87207 11.34438 27.56033 0.090
H 23.81224 12.73993 27.26814 0.129
H 23.45398 12.61197 25.56259 0.110
H 23.58966 15.23764 27.09143 0.139
H 22.03154 15.56525 25.40679 0.075
H 22.89156 14.83919 24.11805 0.045
H 23.54072 16.29107 24.83057 0.079
H 25.71931 15.36335 26.10998 0.072
H 25.63095 13.83519 26.53854 0.064
C 20.09318 11.78986 20.13618 -0.070
O 19.77427 11.95197 21.52947 -0.201
C 19.07439 13.14978 21.80093 -0.222
C 19.04632 13.31299 23.29772 -0.416
C 17.98265 14.28094 23.78928 -0.053
N 20.38955 13.77418 23.76676 0.084
H 20.23197 10.72568 19.97466 0.080
H 21.01507 12.33958 19.92223 0.086
H 19.29017 12.17508 19.50511 0.088
H 19.62780 14.00399 21.38404 0.109
H 18.05897 13.15770 21.39043 0.131
H 18.84669 12.30234 23.68008 0.139
H 18.28402 15.31356 23.59188 0.067
H 17.84636 14.19750 24.86672 0.075
H 17.04291 14.15511 23.24735 0.077
H 21.04482 13.18831 23.24273 0.047
H 20.49142 13.39401 24.70635 0.052
C 21.17780 7.20529 18.96862 -0.109
O 21.26886 8.44362 18.30853 -0.186
C 22.00887 8.38944 17.10626 -0.208
C 22.58314 9.75946 16.81590 -0.404
C 23.00715 9.94593 15.37603 -0.073
N 23.73156 10.13853 17.70516 0.057
H 22.15887 6.77306 19.19902 0.075
H 20.62561 6.47586 18.35917 0.090
H 20.62798 7.37188 19.89244 0.087
H 22.85450 7.68908 17.17552 0.119
H 21.36835 8.07285 16.27097 0.127
H 21.88722 10.56090 17.08250 0.137
H 23.96604 9.49463 15.10148 0.073
H 23.16297 11.00747 15.15593 0.077
H 22.27692 9.63228 14.62212 0.073
H 23.31494 10.20790 18.63676 0.054
H 24.34064 9.32204 17.84189 0.036
O 25.18542 16.98281 18.37363 -0.067
C 26.17245 16.02392 18.72894 -0.255
C 25.76928 15.17297 19.89867 -0.233
O 25.00435 14.04841 19.42140 -0.091
H 24.42715 16.51846 18.00480 0.080
H 26.46639 15.41328 17.87329 0.118
H 27.02692 16.63471 19.03180 0.119
H 25.12564 15.77456 20.54502 0.119
H 26.66958 14.83115 20.41937 0.119
H 24.75524 13.55575 20.21684 0.026
O 28.90708 11.26176 16.02528 -0.060
C 27.59319 10.70350 16.13170 -0.244
C 26.83887 11.14462 17.33874 -0.221
O 27.18769 10.45272 18.54516 -0.082
H 29.43747 10.89290 16.73818 0.073
H 27.04838 11.08150 15.26020 0.124
H 27.61555 9.61912 15.98899 0.118
H 25.77647 10.92901 17.19235 0.087
H 26.89003 12.21691 17.51499 0.121
H 28.13933 10.41525 18.68152 0.091
O 24.43715 10.68890 20.59760 -0.072
C 24.55078 11.03922 21.96992 -0.218
C 23.53052 12.03417 22.44392 -0.213
O 23.64644 13.29291 21.75698 -0.071
H 24.92585 11.31515 20.05154 0.073
H 24.48036 10.09381 22.50636 0.127
H 25.55485 11.43819 22.17493 0.134
H 23.65992 12.25262 23.50928 0.097
H 22.52958 11.58976 22.34814 0.117
H 22.82789 13.77837 21.89504 0.054
O 25.60741 7.73960 17.64801 -0.103
C 25.59848 6.80583 18.76763 -0.203
C 25.51452 7.60220 20.02538 -0.243
O 26.71245 8.31972 20.34348 -0.070
H 25.94615 7.25749 16.88863 0.089
H 24.61080 6.32302 18.67058 0.104
H 26.36320 6.04716 18.62146 0.123
H 25.25266 7.04004 20.91749 0.125
H 24.73241 8.35201 19.84449 0.098
H 26.84891 8.89266 19.57684 0.029
O 19.26263 17.05712 21.05316 -0.058
C 20.40402 17.09981 21.90765 -0.249
C 21.50711 16.27162 21.35402 -0.259
O 22.16140 16.84884 20.22395 -0.052
H 18.85326 17.92292 21.12452 0.083
H 20.77825 18.12673 21.99226 0.127
H 20.19848 16.78564 22.93874 0.106
H 21.26394 15.22019 21.16700 0.094
H 22.30960 16.19288 22.09924 0.113
H 21.65939 16.61684 19.43724 0.087

Values of E, in order: -43115.4324 -54919.2638, all in eV.